Record 1
Molecular formula: C22H17N3O2S3
Method: DFT, ωB97M-V with the def2-TZVPD basis set

Structure (XYZ):
```
47
Properties=species:S:1:pos:R:3:forces:R:3
O -1.089283 -0.019011 -2.648415 -0.1 0.0 0.0
C -0.206712 -0.120598 -1.831301 0.0 0.1 0.2
N 1.066194 -0.428034 -2.217930 -0.1 0.0 -0.8
C 2.236757 -0.630325 -1.534268 0.4 0.0 1.1
N 3.318404 -0.939565 -2.161838 -0.6 0.1 -0.8
C 4.364931 -1.107592 -1.321475 0.1 0.0 0.9
C 4.106442 -0.933939 0.001407 -0.3 -0.1 -0.4
S 2.429163 -0.517287 0.208523 0.5 -0.2 -0.6
C 5.048055 -1.032576 1.155781 0.1 0.0 0.0
C 6.224510 -0.114719 0.934205 0.1 -0.1 0.2
C 7.469189 -0.619914 0.588033 -0.1 0.0 0.1
C 8.534473 0.234308 0.360658 0.1 0.1 -0.1
C 8.362893 1.602970 0.471878 0.1 0.0 0.0
C 7.122082 2.114735 0.812925 -0.1 0.1 0.0
C 6.059191 1.260402 1.041875 0.1 0.0 0.0
H 5.091543 1.661843 1.307976 -0.1 0.0 0.0
H 6.982246 3.181973 0.900927 0.0 0.1 0.0
H 9.193463 2.269503 0.293581 0.1 0.1 0.0
H 9.499899 -0.170792 0.095269 0.1 0.0 0.0
H 7.607832 -1.688225 0.499562 0.0 -0.1 0.0
H 5.395431 -2.064615 1.255951 -0.1 0.1 0.1
H 4.523332 -0.757504 2.072689 0.1 -0.1 0.1
H 5.322994 -1.362008 -1.735602 0.2 0.0 0.0
H 1.178103 -0.546241 -3.221541 -0.1 0.0 0.2
C -0.450529 0.079132 -0.338593 -0.1 -0.1 0.0
N -1.830816 0.433809 -0.139736 0.4 0.0 0.0
C -2.278748 1.697420 -0.364228 0.0 0.3 0.1
S -1.330206 2.987987 -0.658694 -0.2 0.1 -0.1
S -4.028263 1.750724 -0.233175 0.2 0.1 0.0
C -4.124627 0.033201 0.098224 -0.9 -0.1 0.1
C -5.202939 -0.746300 0.325101 1.1 0.1 -0.1
C -6.603775 -0.422177 0.371411 -0.6 0.1 0.0
C -7.109155 0.866683 0.167809 0.2 -0.2 0.0
C -8.467718 1.104670 0.225028 -0.1 0.1 0.0
C -9.351547 0.068928 0.486561 0.0 0.0 0.0
C -8.867311 -1.214356 0.691376 -0.1 0.0 0.0
C -7.511008 -1.458443 0.634615 0.2 0.2 0.0
H -7.135847 -2.458956 0.793526 0.1 -0.1 0.0
H -9.552187 -2.024008 0.895183 0.0 -0.1 0.0
H -10.413082 0.260857 0.530351 -0.1 0.0 0.0
H -8.841841 2.104669 0.064617 0.0 0.1 0.0
H -6.435741 1.683824 -0.036685 -0.1 0.1 0.0
H -4.956112 -1.788977 0.500004 0.1 0.0 0.0
C -2.775371 -0.548278 0.100323 0.0 -0.7 0.2
O -2.490150 -1.704824 0.307350 0.0 0.1 -0.1
H 0.186970 0.878214 0.050476 -0.1 -0.1 0.0
H -0.271145 -0.856574 0.200305 0.0 0.1 -0.1
```
Positions in Å, forces in eV/Å.

The LUMO energy comes out at -0.9 eV. The SMILES is O=C(CN1C(=O)/C(=C/c2ccccc2)SC1=S)Nc1ncc(Cc2ccccc2)s1. The energy above the lowest of the compared OMol25 structures with the same formula, charge and spin is 2.0 kcal/mol. The total charge is 0. The HOMO-LUMO gap is 7.59 eV. The calculation puts the total energy at -64161.9793 eV. The HOMO energy is -8.475 eV.

***

Record 2
Molecular formula: C23H25InN2O
Method: DFT, ωB97M-V with the def2-TZVPD basis set

Structure (XYZ):
```
52
Properties=species:S:1:pos:R:3:forces:R:3
C 1.911476 0.031877 1.565200 2.5 2.0 -1.3
C 2.341861 -0.531275 0.315290 0.3 2.5 1.3
C 2.233323 0.484843 -0.688717 -0.4 -0.4 0.8
H 2.706243 -1.518770 0.183853 0.2 -0.6 -0.2
C 1.661961 1.677934 -0.082967 0.6 -0.6 1.3
C 1.478308 1.447427 1.300965 3.5 -1.7 -0.4
H 1.412400 2.583576 -0.583576 0.0 0.5 -0.4
C -1.177363 -1.478016 1.507644 -1.5 -3.5 -1.7
C -0.087301 -2.225725 0.855834 -3.7 -0.1 0.7
C -0.389447 -2.294778 -0.528825 -1.2 0.5 0.5
H 0.761411 -2.611513 1.360674 0.5 -0.2 0.2
C -1.666190 -1.612231 -0.768301 1.2 -0.2 1.3
C -2.125159 -1.086558 0.486543 1.3 -2.2 0.5
H 2.500964 0.374625 -1.719580 0.1 0.0 -0.4
H 0.990955 2.062124 2.023901 0.1 0.4 0.1
H 1.846984 -0.489496 2.516802 0.8 0.4 -0.7
H -2.991081 -0.497638 0.652742 -0.7 0.3 0.1
H 0.208737 -2.774164 -1.274885 0.2 -0.2 -0.3
H -1.259629 -1.218198 2.569141 -0.7 -1.2 -1.1
In -0.030859 0.040051 -0.169100 0.0 -0.4 3.3
C -2.398534 -1.493882 -2.060178 0.4 0.4 0.1
C -3.769661 -2.116193 -1.886937 -0.7 -0.3 -0.2
C -1.648038 -2.185198 -3.190072 0.0 -0.2 -0.4
H -3.685696 -3.107258 -1.422805 0.0 0.3 -0.1
H -4.261167 -2.237477 -2.861699 0.0 0.0 0.1
H -4.421385 -1.500830 -1.252845 0.2 -0.2 -0.1
H -1.708340 -3.275492 -3.073631 0.1 0.3 0.0
H -0.590060 -1.901164 -3.229584 -0.2 0.0 0.0
H -2.110448 -1.924839 -4.151903 0.1 -0.1 0.1
C -2.579330 0.006828 -2.393741 -1.0 -0.3 -0.9
C -1.322471 0.716679 -2.748572 2.3 -1.2 2.2
H -3.031429 0.537224 -1.539605 0.2 -0.1 -0.2
H -3.304900 0.091924 -3.234175 0.4 0.1 0.4
O -0.266487 0.577788 -2.015297 -2.6 2.3 -4.7
N -1.246440 1.476942 -3.801349 0.6 1.4 -1.4
C -0.211776 2.540330 -4.056105 -1.0 -0.6 -0.2
H -1.767286 1.165153 -4.597116 -0.7 0.4 -0.1
C 1.143060 2.012916 -4.369873 1.2 0.0 0.2
C 2.303324 2.644971 -3.881955 -0.4 -0.1 -0.1
H 2.229901 3.535706 -3.253972 -0.1 -0.3 -0.1
C 3.560673 2.149362 -4.203893 0.0 0.0 -0.1
H 4.445803 2.656065 -3.824535 -0.2 -0.1 -0.1
C 3.688939 1.020468 -5.014769 -0.2 0.1 0.1
H 4.673219 0.636858 -5.266692 -0.1 0.0 0.1
C 2.546736 0.393206 -5.502165 -0.2 0.2 0.1
H 2.628156 -0.484656 -6.136153 0.0 0.1 0.1
C 1.281536 0.898196 -5.180920 0.4 -0.3 -0.2
H 0.393503 0.402871 -5.571831 0.2 0.0 0.1
H -0.200469 3.213365 -3.207205 0.0 0.0 0.3
H -0.610335 3.111474 -4.908008 0.1 -0.2 0.2
N -0.028177 0.017617 3.336607 -0.2 1.0 -4.3
C -0.059911 0.056953 2.111336 -1.6 2.2 5.7
```
Positions in Å, forces in eV/Å.

The LUMO energy comes out at -0.2 eV. The total charge is 0. The HOMO-LUMO gap is 5.83 eV. The calculation puts the total energy at -34449.8136 eV. The HOMO energy is -6.028 eV.

***

Record 3
Molecular formula: C21H41I2N4O5P
Method: DFT, ωB97M-V with the def2-TZVPD basis set

Structure (XYZ):
```
74
Properties=species:S:1:pos:R:3:forces:R:3
C -6.156997 -3.438712 1.522957 0.1 0.3 0.5
C -4.998563 -2.689289 0.981578 0.4 0.1 0.1
I -3.488123 -2.314168 2.416069 -0.1 0.0 -0.3
C -4.812401 -2.316081 -0.274943 -0.5 0.1 -0.2
I -6.232625 -2.903927 -1.743743 0.1 0.0 0.3
C -3.694147 -1.534730 -0.803246 0.3 -0.2 -0.2
C -3.004882 -1.917663 -1.879568 0.1 0.2 0.3
C -1.919351 -1.059372 -2.400625 0.2 0.1 -0.8
O -1.661220 -0.971418 -3.587173 0.0 -0.2 0.7
C -1.205983 -0.254435 -1.372838 0.0 -0.1 -0.1
C -1.892269 0.156845 -0.317885 -0.2 0.2 0.4
P -1.108414 1.163342 0.965374 1.0 0.0 0.2
N 0.462828 1.096447 0.913668 -0.4 0.3 -0.1
C -3.321917 -0.208039 -0.204532 -0.7 0.2 0.1
O -4.144089 0.549867 0.266481 0.4 -0.3 0.1
H -7.060332 -3.128502 1.026710 -0.4 -0.1 -0.4
H -6.007809 -4.507341 1.454775 0.0 -0.3 -0.2
H -6.278936 -3.192206 2.567621 0.0 0.0 0.3
H -3.235265 -2.832809 -2.389603 -0.1 -0.2 -0.4
H -0.169760 -0.002619 -1.518775 0.3 0.2 -0.1
H -1.633283 0.625004 2.152332 -0.4 0.0 -0.2
H -1.668438 2.448786 0.865891 -0.3 -0.1 0.0
H 0.818105 2.034523 0.769793 0.3 0.0 -0.1
C 5.747297 2.201182 3.025581 0.2 0.0 -0.1
C 4.430629 2.416608 2.289314 0.0 -0.1 0.3
C 3.867706 3.839509 2.421784 -0.1 0.0 -0.2
O 3.261432 4.126067 3.666493 0.1 0.1 0.0
C 4.151255 4.500212 4.700947 -0.2 0.0 0.1
N 3.479577 1.390440 2.723612 -0.1 0.2 -0.1
H 5.606117 2.099941 4.101533 -0.1 0.0 0.0
H 6.215771 1.281353 2.674319 0.0 0.0 0.0
H 6.447768 3.019697 2.846649 0.0 0.0 0.0
H 4.623273 2.255679 1.224150 0.0 0.1 0.0
H 3.072214 3.957274 1.680733 0.0 0.0 0.0
H 4.634591 4.591388 2.191413 0.1 0.0 0.0
H 4.994492 5.080388 4.315191 0.0 0.0 0.0
H 4.523620 3.628123 5.243607 0.1 0.0 0.0
H 3.595498 5.120451 5.403945 0.0 0.0 0.0
H 2.632173 1.455269 2.163823 0.0 -0.3 0.0
H 3.173774 1.634567 3.661561 0.1 -0.1 0.1
C -6.897409 0.404004 -3.941654 0.1 0.0 0.1
C -6.380969 0.247729 -5.367555 -0.2 0.0 0.1
C -6.437854 1.537391 -6.198700 0.2 -0.1 -0.1
O -7.727524 1.886858 -6.661716 0.0 0.1 0.1
C -8.536749 2.582457 -5.732436 -0.1 -0.1 -0.1
N -7.095371 -0.860999 -6.008914 0.1 0.1 -0.1
H -7.986042 0.443285 -3.899745 0.0 0.0 -0.1
H -6.582490 -0.450454 -3.343805 0.0 0.1 0.0
H -6.504246 1.309111 -3.473116 0.0 0.0 0.0
H -5.325666 -0.034123 -5.301484 0.0 0.0 -0.1
H -5.839276 1.385028 -7.100539 0.0 0.0 0.0
H -5.989029 2.378257 -5.653667 0.0 0.0 0.1
H -7.941987 3.250588 -5.103075 0.0 0.0 0.0
H -9.105070 1.894409 -5.101993 0.0 0.0 0.1
H -9.247878 3.181831 -6.300486 0.0 0.0 0.0
H -6.680922 -1.045918 -6.917763 0.1 -0.1 0.0
H -8.034967 -0.538617 -6.223456 0.0 0.0 0.1
C 6.387973 -3.994463 2.917155 -0.1 -0.1 -0.1
C 5.953185 -2.611023 2.442357 0.2 -0.1 0.2
C 6.787706 -2.063484 1.275364 -0.2 0.1 -0.1
O 8.067136 -1.577393 1.635401 0.1 -0.1 0.0
C 9.077590 -2.560078 1.750637 0.0 0.2 0.1
N 5.933805 -1.696888 3.585668 0.0 0.2 -0.2
H 7.297052 -3.953767 3.516634 0.0 0.1 0.0
H 5.611878 -4.435417 3.541951 0.0 0.0 0.0
H 6.563112 -4.666187 2.073818 0.0 0.0 0.0
H 4.926983 -2.700385 2.075091 0.0 0.1 -0.1
H 6.258681 -1.201648 0.860394 0.0 0.0 0.0
H 6.876839 -2.804872 0.469828 0.0 -0.1 0.1
H 8.943037 -3.362340 1.019338 0.0 0.0 0.0
H 9.111702 -2.983750 2.757329 0.0 -0.1 0.0
H 10.033602 -2.072637 1.559499 0.0 0.0 0.0
H 5.541455 -0.808165 3.282963 -0.2 0.0 0.1
H 6.898397 -1.479993 3.821703 0.0 -0.1 0.1
```
Positions in Å, forces in eV/Å.

The LUMO energy comes out at -1.7 eV. The SMILES is C/C(I)=C(\I)C1=CC(=O)C=C([PH2]=N)C1=O.COC[C@@H](C)N.COC[C@@H](C)N.COC[C@@H](C)N. The total charge is 0. The HOMO-LUMO gap is 7.22 eV. The calculation puts the total energy at -64125.4392 eV. The HOMO energy is -8.882 eV.

***

Record 4
Molecular formula: C5H8OS
Method: DFT, ωB97M-V with the def2-TZVPD basis set

Structure (XYZ):
```
15
Properties=species:S:1:pos:R:3:forces:R:3
C -0.156711 0.518619 -0.297906 0.1 -0.2 1.7
C 0.858415 0.986700 0.588193 -2.6 -0.5 2.3
C -1.255245 -0.349514 0.386788 1.3 0.1 1.8
C 2.197062 1.030857 0.087703 0.2 2.4 -0.2
C -1.310948 -1.620891 -0.405930 -5.5 2.1 -1.5
O -0.040209 0.637009 -1.484314 -0.5 -0.1 -2.0
S -2.767245 0.521760 0.422449 -0.8 0.6 0.1
H 0.464977 0.958760 1.630451 1.2 0.4 -0.5
H -0.941049 -0.442597 1.514772 -0.5 -0.1 -2.0
H 2.786968 1.843791 0.641634 0.0 -2.1 -0.6
H 2.000666 1.455073 -0.905296 0.6 -0.2 -0.3
H 2.411368 -0.035629 -0.071067 1.4 0.4 0.3
H -1.702720 -1.172655 -1.412029 0.6 -1.3 1.4
H -2.118751 -2.312025 -0.059688 1.0 0.4 -0.1
H -0.426582 -2.019262 -0.635767 3.5 -2.0 -0.4
```
Positions in Å, forces in eV/Å.

The LUMO energy (spin up / spin down) comes out at 0.8 / -2.0 eV. The energy above the lowest of the compared OMol25 structures with the same formula, charge and spin is 0.0 kcal/mol. The total charge is 0. Its multiplicity is 3. The HOMO-LUMO gap (spin up / spin down) is 9.51 / 6.88 eV. The calculation puts the total energy at -18193.3870 eV. The HOMO energy (spin up / spin down) is -8.718 / -8.903 eV.